No. 1
The following is a DFT calculation (ωB97M-V/def2-TZVPD) of a cluster of 2 separate species, C4H10ClNS in total at a distorted geometry.

The calculation puts the energy relative to the best compared isomer or geometry (same formula, charge and spin) at 0.000 eV. The spin multiplicity is 3. The expectation value of S² is 2.006. As for the LUMO energy (alpha / beta): 0.0278 / -0.0917 Ha. The calculation puts the HOMO-LUMO gap (alpha / beta) at 0.2408 / 0.2587 Ha. The calculation puts the total energy at -29153.2457 eV.

The geometry in XYZ format:
```
17
Properties=species:S:1:pos:R:3:nbo_charge:R:1
C -1.2149 -0.2111 1.3316 -0.45
C -0.7316 1.5630 -0.3672 -0.65
C -0.9528 -0.8614 -1.0769 -0.66
C -1.0273 0.1326 0.0683 0.04
N 1.7456 -0.8564 0.6364 -1.05
S 2.5524 -0.5757 -0.7515 0.61
Cl 4.1643 0.6015 -0.1982 -0.35
H -1.6472 -1.2235 1.6457 0.20
H 1.3320 0.0007 0.8847 0.40
H -1.2753 0.4934 2.0844 0.19
H -1.3375 1.7993 -1.2880 0.22
H 0.3572 1.5984 -0.6445 0.21
H -1.0121 2.2583 0.4442 0.22
H -1.5567 -1.8237 -0.8355 0.22
H -1.3899 -0.3710 -2.0312 0.21
H 0.1045 -1.1031 -1.2795 0.23
H 1.8895 -1.4215 1.3772 0.41
```


No. 2
The following is a DFT calculation (ωB97M-V/def2-TZVPD) of a cluster of 2 separate species, C4H10ClP in total at a distorted geometry.

The calculation puts the energy relative to the best compared isomer or geometry (same formula, charge and spin) at 2.060 eV. As for the LUMO energy: 0.0295 Ha. As for the SMILES: C=C(C)CCl.P. The calculation puts the HOMO-LUMO gap at 0.3851 Ha. The calculation puts the total energy at -26119.5571 eV.

The geometry in XYZ format:
```
16
Properties=species:S:1:pos:R:3:nbo_charge:R:1
C 0.8490 0.8236 0.6293 -0.66
C 0.7278 -0.9875 -1.0191 -0.38
C 0.1429 -1.5332 1.3266 -0.40
C 0.5981 -0.5876 0.2527 0.00
P -2.3275 1.2360 -1.3680 0.00
Cl 1.5901 -1.9417 2.2781 -0.06
H 0.9628 1.5020 -0.2670 0.22
H -0.0794 1.2427 1.1157 0.22
H 1.7406 1.0124 1.1841 0.24
H -2.1170 2.0343 -2.5625 0.00
H 0.5257 -2.0784 -1.2659 0.20
H 1.2171 -0.4131 -1.7077 0.20
H -0.5352 -0.9748 2.0901 0.22
H -0.2968 -2.3976 0.8982 0.22
H -1.0171 0.7736 -1.1329 0.00
H -1.9812 2.2895 -0.4517 -0.01
```


No. 3
The following is a DFT calculation (ωB97M-V/def2-TZVPD) of a structure of composition C4H10F20HfNO6P3S2 at a distorted geometry.

The calculation puts the energy relative to the best compared isomer or geometry (same formula, charge and spin) at 0.000 eV. As for the LUMO energy: -0.0931 Ha. The calculation puts the HOMO-LUMO gap at 0.3599 Ha. The calculation puts the total energy at -123295.2077 eV.

The geometry in XYZ format:
```
47
Properties=species:S:1:pos:R:3:nbo_charge:R:1
Hf 0.5269 -0.0776 -0.0624 2.66
P 3.0025 1.1773 1.6825 2.63
F 2.3724 -0.3745 1.6877 -0.57
F 2.6911 0.8781 0.0841 -0.57
F 1.4543 1.6310 1.7568 -0.57
F 3.4335 2.6847 1.4455 -0.55
F 3.1321 1.1697 3.2561 -0.54
F 4.4868 0.6756 1.4815 -0.54
P 2.1616 -2.4423 -1.4940 2.63
F 2.3655 -0.8058 -1.5681 -0.56
F 1.8515 -2.5218 -3.0544 -0.54
F 3.7024 -2.7307 -1.6129 -0.53
F 1.7600 -3.9476 -1.2221 -0.55
F 2.2349 -2.1852 0.1076 -0.55
F 0.5873 -1.9715 -1.2755 -0.59
P 0.4895 2.0180 -2.8118 2.64
F 0.1690 1.8396 -4.3278 -0.55
F 0.3164 0.3630 -2.5164 -0.59
F 2.0561 1.8049 -3.0892 -0.55
F 0.8269 1.9151 -1.1871 -0.60
F 0.6494 3.5745 -2.8332 -0.54
F -1.0874 2.0561 -2.4005 -0.58
N -0.5286 -1.3702 1.3948 -1.31
S -0.9516 -2.8898 1.6740 2.43
O -2.3408 -3.1934 1.8925 -0.84
O 0.0318 -3.6674 2.3441 -0.82
F -0.8434 -3.3836 0.1339 -0.49
S -0.9665 -0.9232 3.0583 2.40
O -0.2727 -1.4898 4.1702 -0.79
O -2.3565 -0.6682 3.2247 -0.86
F -0.3241 0.5307 2.9511 -0.47
C -0.7169 2.8789 1.1639 -0.25
O -0.8864 1.5592 0.6216 -0.63
C -2.3106 1.3302 0.5084 -0.10
C -2.6987 0.0299 -0.2053 -0.09
O -1.6041 -0.2996 -1.0911 -0.60
C -2.0517 -1.2167 -2.0791 -0.28
H 0.2916 3.2393 1.0026 0.24
H -0.9261 2.8572 2.2340 0.21
H -1.3749 3.6219 0.7137 0.21
H -2.8716 2.1700 0.1028 0.22
H -2.7042 1.2386 1.5269 0.22
H -3.6585 0.2081 -0.6784 0.23
H -2.6921 -0.7835 0.5185 0.22
H -1.3391 -1.1986 -2.9054 0.24
H -3.0067 -1.0542 -2.5823 0.21
H -2.0803 -2.2564 -1.7409 0.21
```


No. 4
The following is a DFT calculation (ωB97M-V/def2-TZVPD) of a structure of composition C4H10F6NaOP.

The calculation puts the energy relative to the best compared isomer or geometry (same formula, charge and spin) at 0.398 eV. The spin multiplicity is 2. The expectation value of S² is 0.754. As for the LUMO energy (alpha / beta): -0.1470 / -0.3652 Ha. Its net charge is +1. The calculation puts the HOMO-LUMO gap (alpha / beta) at 0.4159 / 0.1977 Ha. The calculation puts the total energy at -36364.9694 eV.

The geometry in XYZ format:
```
23
Properties=species:S:1:pos:R:3:nbo_charge:R:1
Na 0.9733 0.4169 -1.1378 0.97
C -0.1579 -2.1558 1.5266 -0.66
C -0.1393 -1.1673 2.6572 -0.12
O 0.2125 0.1319 2.1802 -0.07
C 0.0656 1.2760 3.0431 -0.12
C 0.2555 2.5428 2.2614 -0.65
H -0.3799 -3.1423 1.9329 0.27
H 0.8132 -2.2157 1.0361 0.24
H -0.9325 -1.9066 0.8012 0.26
H 0.6457 -1.3759 3.4142 0.29
H -1.0702 -1.0677 3.2296 0.26
H 0.8356 1.1134 3.8185 0.28
H -0.9045 1.1741 3.5431 0.25
H 1.2491 2.5923 1.8182 0.24
H 0.1648 3.3854 2.9473 0.27
H -0.5169 2.6543 1.5016 0.25
F -0.8226 -0.4611 -1.8802 -0.65
P -0.1889 -0.3432 -3.4605 2.59
F -1.5609 0.2553 -3.9470 -0.56
F 0.5287 -0.1743 -4.8465 -0.55
F -0.6227 -1.8350 -3.7240 -0.56
F 1.2429 -0.8887 -2.7746 -0.63
F 0.3092 1.1911 -3.0001 -0.63
```


No. 5
The following is a DFT calculation (ωB97M-V/def2-TZVPD) of a structure of composition C4H10FN2 at a distorted geometry.

The calculation puts the energy relative to the best compared isomer or geometry (same formula, charge and spin) at 4.285 eV. As for the LUMO energy: -0.1329 Ha. Its net charge is +1. The calculation puts the HOMO-LUMO gap at 0.3780 Ha. The calculation puts the total energy at -9996.2281 eV.

The geometry in XYZ format:
```
17
Properties=species:S:1:pos:R:3:nbo_charge:R:1
C 1.0370 1.0698 0.4627 -0.32
C -0.0003 0.9118 -0.7770 -0.25
C 0.3751 -1.3763 -0.0330 -0.14
C -1.6827 -0.2549 0.5851 -0.40
N 1.6914 -0.1622 0.6526 0.03
N -0.6493 -0.3595 -0.4573 -0.35
F 2.6820 -0.3053 -0.1912 -0.21
H 1.5952 1.8683 0.0111 0.26
H 0.7398 1.4279 1.4106 0.24
H -0.5919 1.8154 -0.8067 0.26
H 0.4737 0.8710 -1.7474 0.24
H 0.8860 -1.7609 -0.9777 0.24
H 0.3265 -2.0717 0.7494 0.26
H -2.5500 0.2283 0.2021 0.24
H -1.9255 -1.2925 0.6670 0.22
H -1.3072 0.1484 1.4723 0.24
H -1.1000 -0.7575 -1.2226 0.44
```


No. 6
The following is a DFT calculation (ωB97M-V/def2-TZVPD) of the molecule C4H10FNO4S at a distorted geometry.

As for the LUMO energy: 0.0205 Ha. As for the SMILES: CCOCCONS(=O)(=O)F. The calculation puts the HOMO-LUMO gap at 0.3972 Ha. The calculation puts the total energy at -27539.9217 eV.

The geometry in XYZ format:
```
21
Properties=species:S:1:pos:R:3:nbo_charge:R:1
C 2.5718 -1.3839 0.0845 -0.63
C 2.6368 0.1091 0.4190 -0.06
O 1.3267 0.5777 0.7175 -0.54
C 0.7144 1.3073 -0.3214 -0.09
C -0.6745 0.8035 -0.6063 -0.11
O -1.5757 1.0995 0.4647 -0.35
N -2.2126 -0.0109 0.9867 -0.53
S -3.6215 -0.4172 0.1951 2.50
O -4.4566 0.7020 0.1077 -0.89
O -4.1502 -1.5270 0.8655 -0.91
F -3.2586 -0.8597 -1.2649 -0.48
H 3.5351 -1.8613 0.2395 0.21
H 2.3132 -1.5070 -0.9650 0.20
H 1.8246 -1.8294 0.7303 0.22
H 3.1159 0.6880 -0.3675 0.17
H 3.2493 0.2187 1.3137 0.18
H 0.6595 2.3627 -0.0448 0.19
H 1.2490 1.2433 -1.2716 0.18
H -1.0181 1.3467 -1.4895 0.19
H -0.6392 -0.2502 -0.8804 0.19
H -1.5893 -0.8117 1.0872 0.39
```